153
Properties=species:S:1:pos:R:3:forces:R:3:mulliken_charge:R:1 method="wB97M-V/def2-TZVPD" smiles="CCP(C)[C@@]1(CON=O)OC(=O)[C@@H](P(O)Cl)[C@@]1(C[C@H](O)C(F)(F)F)C(F)(F)c1cccc(C(F)(F)F)c1.O=C1c2ccccc2C(=O)c2ccccc21.O=C1c2ccccc2C(=O)c2ccccc21.O=C1c2ccccc2C(=O)c2ccccc21.O=C1c2ccccc2C(=O)c2ccccc21" gap_ev=6.84 de_lowest_ev=1.017 energy_ha=-5939.229172 lumo_energy_ev=-1.26
C 2.956324 -3.322775 5.063725 -0.40 -0.20 -0.27 0.4629
C 4.797959 -0.231554 1.495836 0.42 0.43 -0.39 -0.8748
C -0.328644 0.737298 3.818791 0.13 1.28 1.09 0.2805
H 5.849456 4.718359 3.125720 -0.06 0.22 -0.02 0.3550
H -0.124670 1.567734 4.471440 0.32 0.12 0.03 0.5638
H 10.376752 5.549813 3.266445 -0.08 0.09 -0.02 0.5391
C -7.466532 -5.156467 -5.930620 -0.06 0.14 0.00 0.2413
O 1.272499 -1.604761 5.127184 0.03 0.22 -0.24 -0.5753
C 6.586427 2.666041 3.033992 -0.55 0.23 -0.65 -0.4964
C -5.156870 -7.865448 -1.468720 0.08 0.11 -0.06 0.1703
H -6.045050 5.357901 -0.503561 0.00 0.00 0.00 0.3945
C 3.133955 0.058396 3.577924 2.18 0.20 -0.31 1.8551
H -2.929727 -3.531933 -2.027730 -0.02 -0.11 -0.09 0.4541
C -2.473074 -0.836825 -2.979804 0.06 -0.11 -0.09 -0.5770
O -4.394812 3.235304 -4.527062 0.01 -0.02 0.02 -0.6796
H 7.138089 4.438173 1.925175 -0.10 0.28 -0.07 0.2536
H -4.454810 -10.090584 -4.542441 0.00 0.00 0.00 0.4331
F -3.200012 1.888011 4.101220 -0.25 -0.05 -0.02 -0.2589
P 4.789800 2.389849 2.692299 -1.03 0.71 0.87 0.3576
C -2.180496 -1.230658 -4.274138 -0.01 0.01 -0.05 -0.6508
H 3.292382 -0.382220 5.796570 -0.63 -0.11 -0.22 0.4615
H 6.783142 2.349916 4.050089 0.12 -0.31 0.03 0.4014
C 10.221533 10.011187 1.203652 -0.06 -0.11 0.07 0.1831
C -4.505285 2.873709 -2.202606 0.06 -0.13 0.05 0.4990
H 14.400158 5.866011 1.841001 0.00 0.00 0.00 0.3948
C -6.232845 -3.108321 -6.246296 0.16 0.04 0.02 -0.8129
H 8.432587 12.752970 0.359017 0.00 0.00 0.00 0.3999
C -7.446742 -3.779956 -6.166793 -0.06 -0.13 0.02 0.2632
C -8.714561 -3.013546 -6.317705 0.02 0.26 -0.05 0.6370
C 6.780530 4.195455 2.921706 0.15 -0.50 -0.07 -1.1532
C -5.244707 3.572642 0.381451 -0.01 0.05 -0.05 -0.5823
O 5.814939 -0.467029 5.852333 -0.95 0.69 -1.25 -0.5839
H -6.219766 -2.044329 -6.440156 -0.12 0.01 0.01 0.5335
C -1.580595 0.221032 3.848991 -0.86 0.19 0.81 -0.5512
C -12.404768 -3.718956 -6.180600 0.02 -0.07 0.00 -0.4695
C -0.982960 -1.365420 2.210138 -0.34 -0.66 -0.47 -1.1104
H -13.334465 -3.168533 -6.240523 0.00 0.00 -0.01 0.4020
H -5.915733 -5.127216 1.570592 0.00 -0.11 -0.05 0.4803
C -4.202422 2.027780 -1.132899 -0.03 0.05 -0.11 0.2243
H 5.572956 2.979750 0.466490 0.06 -0.06 -0.08 0.4386
C 11.874981 8.103218 1.613479 -0.13 -0.04 0.04 0.3485
H 4.217310 3.953111 0.951681 -0.36 0.01 -0.09 0.3660
C -5.067973 -5.168757 -5.814640 0.01 0.02 -0.05 -0.3507
C -4.645542 -9.467515 -3.678554 -0.03 -0.02 0.04 -0.5883
C -3.474032 1.186096 -3.824407 -0.01 -0.05 0.13 0.3164
H 0.958969 -1.260711 1.489247 0.22 0.12 -0.08 0.4895
H 2.737379 -1.622899 2.337818 -0.02 -0.11 -0.16 0.3691
O 4.902399 -3.223222 1.166194 0.31 0.02 0.04 -0.1961
F 3.991760 -2.776498 5.704923 0.21 0.05 0.09 -0.2101
C -8.753926 -5.902844 -5.874474 0.00 -0.26 0.04 0.5651
C -4.930077 -5.619143 -0.266854 0.04 -0.01 -0.10 0.1162
H -2.325177 -0.735533 -6.359200 0.01 0.01 0.00 0.4179
P 3.438424 1.986261 5.829423 -0.59 1.32 -0.61 0.1214
C 10.872607 7.372175 2.254585 0.05 0.11 -0.06 0.1635
C 11.604528 9.469775 1.086070 0.19 0.14 -0.11 0.5523
C -3.184002 0.785504 -5.121951 0.05 -0.09 -0.14 -0.7380
H -6.292259 -6.908954 -5.552822 -0.12 0.00 -0.02 0.5764
C -5.427110 -9.948017 -2.632965 0.04 0.04 -0.03 -0.5232
Cl 5.030443 2.164940 7.154515 -0.12 -0.48 -0.04 -0.2781
C -3.907439 -3.032935 -0.185792 0.02 0.05 0.10 0.6600
C 3.073037 -1.462845 3.353919 -0.92 -0.08 -0.07 -2.6397
O -3.034868 -5.620679 -3.334755 0.02 -0.05 -0.02 -0.6959
H -4.352726 1.720116 0.983791 0.07 -0.05 -0.06 0.5487
H 5.278557 0.444929 0.792442 0.00 0.25 0.05 0.4914
F -3.563661 0.013070 5.115830 -0.23 -0.19 0.27 -0.2745
H -11.181973 -1.974571 -6.416854 0.12 0.00 -0.02 0.4699
C 11.152257 6.109679 2.761957 0.07 -0.15 0.03 -0.4421
H -2.909653 -1.213173 3.062230 -0.09 -0.09 0.06 0.5538
C -6.273813 -5.845190 -5.749401 0.15 -0.05 0.01 -0.7053
C -10.022689 -5.133345 -6.004387 0.06 0.12 -0.02 0.1922
C -3.580963 -3.873879 -1.236975 0.01 0.18 0.11 -0.5631
H 4.066726 -1.899128 3.378367 0.25 0.21 0.17 1.2345
C 12.419141 5.571401 2.615989 0.04 0.04 -0.03 -0.5946
H -4.102877 -3.276055 -6.127133 0.00 0.00 0.02 0.4358
C 4.468374 0.514668 2.825677 1.59 -0.23 -1.08 0.4401
C -5.162057 4.074605 -1.970526 -0.09 0.13 0.07 -0.5898
C 13.412962 6.292294 1.961542 -0.06 -0.02 0.03 -0.4320
C -4.357498 -7.388636 -2.510369 -0.07 0.01 0.09 0.4346
H 10.728547 11.854760 0.237919 0.08 -0.09 0.01 0.4712
C 13.143012 7.556147 1.465489 0.14 -0.09 0.00 -0.6428
C 9.208360 9.261390 1.805139 0.13 0.02 -0.06 0.1897
H -1.672043 -2.170336 -4.450108 -0.01 -0.01 0.01 0.4911
O -8.769080 -7.106695 -5.721889 0.00 0.02 0.00 -0.6708
H 6.628488 11.405850 1.383495 0.00 0.01 0.01 0.4033
C -11.235620 -5.804695 -5.919301 -0.16 -0.04 0.01 -0.5615
C 5.113494 -0.044117 4.965505 0.47 -0.55 0.23 -0.4202
C 7.637191 11.016557 1.340876 0.06 0.02 -0.02 -0.4966
C -3.476102 0.750366 -1.354330 0.03 -0.08 0.22 0.3521
F -2.038566 1.393349 5.832625 -0.10 -0.18 0.39 -0.2626
H -4.140647 -5.704302 -5.663212 0.01 0.03 0.03 0.3527
H 7.212863 2.157728 2.303480 0.27 -0.24 0.24 0.4356
F 3.407651 -4.272168 4.236284 0.41 -0.06 -0.14 -0.2796
C -3.130539 0.363883 -2.749264 -0.04 0.11 -0.02 0.3280
C -4.096326 -5.160982 -1.287922 -0.07 -0.11 0.03 -0.0331
C 9.939677 11.271357 0.692223 -0.07 0.14 -0.06 -0.5796
C -5.259998 -4.775093 0.786102 -0.01 0.15 0.12 -0.7905
F 2.202393 -3.939313 5.983662 -0.13 0.03 0.17 -0.2944
F 2.252743 1.094042 1.629787 0.47 -0.12 -0.22 -0.3896
C -4.108507 -8.193385 -3.615262 -0.01 -0.11 -0.10 -0.5403
C 2.142911 -2.305167 4.266106 0.03 -0.19 0.39 -0.8920
F 1.870103 2.077500 3.524475 0.31 0.32 0.19 -0.4347
C -11.198646 -3.046871 -6.278884 -0.16 0.05 -0.01 -0.5673
C -4.754746 -3.485388 0.823025 0.05 -0.05 -0.09 -0.9315
C -4.145590 2.497195 -3.598046 -0.07 0.17 -0.20 0.4338
C -2.544498 -0.422597 -5.346532 0.00 -0.02 0.07 -0.5699
C 8.651185 11.772564 0.761387 -0.04 -0.04 0.03 -0.4625
C 1.992474 0.860073 2.957638 -1.93 -0.82 0.22 1.9922
H 12.634341 4.586423 3.008923 0.00 0.00 0.00 0.4124
C 0.259602 -0.831431 2.191301 1.39 -0.66 -1.33 -0.2673
O 2.181100 1.554542 6.795297 0.15 -0.43 0.02 -0.4695
C -5.681940 -9.149465 -1.531137 -0.05 -0.15 -0.06 -0.6150
H 1.734876 2.354862 7.088399 -0.10 0.05 0.12 0.3677
C 7.915977 9.766617 1.866247 -0.14 0.09 -0.01 -0.5377
O 5.557392 0.147796 3.690952 -0.45 -0.30 1.00 -0.4554
C 9.495649 7.922633 2.390653 -0.18 -0.14 0.12 0.5013
O -6.151969 -7.425571 0.620401 0.02 0.00 -0.02 -0.6717
C -1.901546 -0.824679 3.050005 -2.00 -0.82 -0.04 -0.6787
C 0.604815 0.215437 2.988920 1.49 0.71 0.14 -0.9608
O 8.628010 7.293131 2.959563 -0.01 -0.01 -0.01 -0.6679
C -2.604947 0.852288 4.745923 0.42 0.61 -0.69 0.7361
H 1.620494 -1.584597 6.023466 -0.02 0.03 0.10 0.4527
C 4.587214 2.935029 0.936089 1.04 -0.32 0.06 -1.4577
H -5.540826 3.843315 1.386301 0.01 0.00 0.00 0.4412
H -1.224731 -2.183792 1.556439 -0.16 -0.18 -0.11 0.6985
H 3.901768 -0.583514 0.991519 -0.15 -0.10 0.11 0.5066
C 3.605852 0.300706 5.014135 1.45 -0.05 1.56 0.4449
H -6.292881 -9.519216 -0.719342 0.00 0.11 0.05 0.4862
H -3.496980 -7.820288 -4.425562 0.05 0.08 0.07 0.4439
H 7.516880 4.545248 3.638026 0.11 0.06 0.03 0.3677
H -3.510367 -2.022065 -0.153297 -0.09 -0.19 -0.01 0.4181
H 3.985360 2.275045 0.323355 -0.36 0.10 0.09 0.4682
O -3.181444 0.035670 -0.414582 0.07 0.11 -0.06 -0.5997
C -4.579054 2.380092 0.157424 -0.04 0.05 0.13 -0.6958
O -8.698755 -1.818558 -6.527705 -0.01 -0.02 0.01 -0.6634
H -5.021855 -2.826686 1.639615 0.00 0.00 0.00 0.4857
C -12.423343 -5.099261 -6.007437 0.02 0.06 -0.01 -0.4770
H -11.246952 -6.876898 -5.780350 0.12 0.00 0.01 0.4707
C -5.469713 -7.006834 -0.290736 -0.16 -0.08 0.19 0.5490
H 7.130987 9.179070 2.322092 0.08 -0.08 0.04 0.4915
H -5.840662 -10.946600 -2.681340 0.00 0.00 0.00 0.4145
C -10.003814 -3.750173 -6.196151 0.04 -0.13 0.03 0.1761
C -3.764130 -6.025664 -2.450663 0.14 0.10 -0.19 0.5311
H 13.915040 8.119282 0.959561 -0.07 0.10 0.00 0.4730
H -2.193635 -1.462144 -2.144794 -0.01 0.08 0.09 0.6263
C -5.047554 -3.801360 -6.071037 -0.03 -0.05 0.02 -0.4509
H -13.367438 -5.623391 -5.937512 0.00 0.00 0.00 0.4001
H -3.462151 1.418323 -5.953457 -0.03 0.09 0.08 0.5139
H 1.517657 -2.925287 3.629084 -0.19 0.00 -0.08 0.6207
H -5.387175 4.732007 -2.798868 0.04 -0.08 -0.08 0.4834
O 5.731728 -1.310839 1.710055 -0.73 -0.18 0.41 -0.2440
O 12.486070 10.122515 0.568008 -0.02 -0.01 0.01 -0.6624
N 5.443755 -2.304496 0.705879 -0.21 -0.19 -0.29 0.1123
C -5.530370 4.423012 -0.681872 0.03 -0.06 0.03 -0.4941